[1]
Density functional theory data (ωB97M-V/def2-TZVPD) for a structure of composition C51H70Cl2MnN7O2 in a non-equilibrium geometry.

The energy above the lowest of the compared OMol25 structures with the same formula, charge and spin comes out at 0.834 eV. The HOMO energy (spin up / spin down) comes out at -3.46 / -3.68 eV. The lowest unoccupied orbital energy (spin up / spin down) comes out at 1.7 / 1.7 eV. As for the HOMO-LUMO gap (spin up / spin down): 5.153 / 5.376 eV. As for the expectation value of S²: 8.75.

Structure (ORCA input):
```
! RIJCOSX wB97M-V def2-TZVPD def2/J DEFGRID3
* xyz -1 6
N 1.09 2.26 -1.13
N -1.05 -4.38 1.12
H -5.02 -2.62 -3.12
H -3.74 -1.73 -3.99
C 0.90 3.96 -2.69
C -0.87 -0.36 2.71
C -5.78 1.11 1.63
C -1.14 3.16 -1.42
H -4.49 0.56 -3.40
H -1.87 0.68 5.64
H -1.50 -2.36 5.46
H 4.99 -2.62 1.80
C 6.24 -1.14 2.76
C 2.57 -1.11 2.33
H 0.54 -4.23 4.57
C -1.73 -4.35 -0.20
H 5.51 -0.84 3.51
H 2.36 -1.83 5.15
C -3.44 1.99 1.10
H -0.55 -5.27 1.19
C 1.03 -3.35 0.16
H -1.48 -4.32 3.18
H -4.33 1.87 3.03
C -4.04 -2.13 -3.02
H -4.39 -0.89 0.16
H 1.61 -5.42 0.60
C -3.19 2.76 0.00
O 1.81 0.45 -4.13
H 6.82 -0.26 2.50
H -0.52 7.07 -3.31
C 0.71 0.24 -3.61
C 5.92 -0.57 -2.38
C 5.55 -1.73 1.53
C 1.23 -0.95 2.72
H -4.32 -2.56 -0.45
H -4.45 5.95 -0.58
Cl -0.92 1.92 -5.05
H -2.77 0.49 -1.51
N 0.28 -0.31 2.00
H 0.92 6.73 -2.33
C 3.45 1.79 -1.40
C 0.65 -1.48 3.94
C -0.66 -1.12 3.93
C 0.24 5.03 -3.50
C 1.23 -2.17 -0.55
H -2.40 -5.20 -0.28
C 3.61 0.78 -0.45
H -5.76 -1.58 -0.71
H -5.13 3.53 -0.43
C 1.75 -4.55 -0.04
H 4.70 4.44 -1.81
H -0.97 -4.38 -0.98
C 1.52 -3.75 4.64
H -1.73 3.87 -2.00
H -2.78 5.49 -0.22
H -4.03 5.26 1.00
N -1.32 1.47 0.34
C -1.69 -1.38 5.00
H 6.94 -0.27 -0.49
H -6.01 1.16 0.56
H -5.52 0.08 1.86
N 2.65 0.37 0.40
C -4.64 2.07 2.00
H 6.80 -0.43 -3.01
Mn 0.56 0.41 -0.07
H -6.69 1.36 2.18
H 4.33 2.04 -1.99
N -1.82 -1.13 -1.01
H 2.45 -1.41 -2.17
H -1.41 -0.11 -3.99
C 4.62 -0.75 0.87
C -4.94 0.14 -2.50
H -0.65 6.10 -1.83
C 1.37 -2.26 4.99
C 2.23 -2.28 -1.55
C -0.54 0.24 -4.54
H -2.75 -5.09 2.17
C -0.02 6.31 -2.70
H -2.22 -1.48 -0.14
H 0.87 5.27 -4.36
C -1.84 2.44 -0.44
H 5.78 -1.64 -2.21
C 3.33 4.11 -3.48
H 2.03 -3.87 3.68
H 5.05 -0.20 -2.91
H -3.96 3.80 -1.70
Cl -0.34 -0.81 -5.97
C -2.24 1.19 1.30
H 3.67 -3.48 -2.61
N -2.74 -0.47 -1.84
H 3.18 -1.74 2.97
C -2.05 0.30 2.36
C -1.70 -0.30 6.09
H -2.52 -3.32 2.15
H -5.01 0.93 -1.75
H -0.73 -0.26 6.60
H -0.70 4.65 -3.90
H 0.84 -2.17 5.95
C -2.02 -4.28 2.23
C 3.22 -0.53 1.24
C -4.67 -1.55 -0.67
C -3.82 5.21 -0.07
H 3.27 -5.52 -1.22
H -1.24 -1.80 -1.50
H -2.89 0.17 3.04
H -5.02 3.09 1.98
C 2.19 3.59 -2.67
H -2.28 -3.41 -0.27
O 0.39 0.03 -2.42
C 2.71 -4.61 -1.04
C 0.01 -3.30 1.25
H 3.78 5.87 -2.28
C 2.29 2.51 -1.67
H 5.14 5.32 -3.28
C 6.09 0.15 -1.03
H 6.34 1.21 -1.21
H 6.30 -2.05 0.80
H 3.87 3.27 -3.92
H 2.10 -4.28 5.40
C 2.93 -3.45 -1.81
H 2.94 4.70 -4.31
H -5.95 -0.20 -2.74
C -4.09 3.80 -0.61
C -4.09 -1.02 -1.99
H -2.47 -0.49 6.84
H -2.68 -1.44 4.55
C 0.21 3.11 -1.70
H 6.92 -1.87 3.22
H -3.31 -2.89 -2.74
H -0.51 -2.35 1.23
C 4.86 0.05 -0.19
H 0.43 -3.44 2.25
C 4.30 4.98 -2.67
*
```



[2]
Density functional theory data (ωB97M-V/def2-TZVPD) for a cluster of 13 separate species, C51H76O27 in total in a non-equilibrium geometry.

The HOMO energy comes out at -9.77 eV. The lowest unoccupied orbital energy comes out at 0.5 eV. As for the HOMO-LUMO gap: 10.248 eV.

Structure (ORCA input):
```
! RIJCOSX wB97M-V def2-TZVPD def2/J DEFGRID3
* xyz 0 1
H 19.95 13.35 12.09
C 14.92 12.65 12.84
C 16.70 10.34 19.72
O 10.07 15.68 13.27
O 8.13 10.13 8.15
C 14.20 10.66 7.79
O 17.76 15.68 12.79
C 12.85 8.47 11.36
H 11.57 9.71 8.88
H 12.67 14.19 12.20
H 16.03 12.18 18.62
C 11.75 16.15 11.59
C 11.33 9.56 9.93
H 10.77 10.43 10.39
C 18.32 13.80 19.71
H 19.59 11.00 19.20
H 15.11 9.80 16.23
O 18.82 12.63 13.61
C 19.74 12.07 19.31
O 10.64 9.98 12.83
H 12.99 15.63 13.23
H 10.05 11.82 14.79
C 13.91 11.53 12.83
O 12.50 13.47 9.76
H 17.37 10.01 18.93
C 18.61 15.63 13.95
H 10.58 8.20 16.27
H 11.44 15.75 10.65
H 15.87 9.55 14.23
C 15.95 8.59 14.77
O 11.00 13.85 14.15
C 15.77 9.95 9.47
H 9.15 10.35 15.24
H 12.17 6.59 10.87
O 13.76 8.70 18.65
C 19.47 12.79 17.90
O 16.31 12.29 10.01
C 14.08 14.37 6.86
C 16.52 16.14 13.14
H 14.33 10.67 12.40
H 19.67 14.89 18.56
C 14.68 13.31 14.18
O 17.33 8.13 14.83
H 14.35 16.35 7.58
C 18.02 11.54 13.79
H 10.00 13.63 8.65
C 11.67 7.50 11.17
H 7.91 10.81 10.81
C 12.27 15.12 12.62
O 13.60 12.40 16.16
C 15.65 11.42 19.32
O 15.63 16.05 12.39
H 18.40 16.51 15.91
H 15.98 16.08 15.23
H 11.86 16.40 16.57
H 15.84 15.49 7.68
C 15.71 11.47 9.42
H 18.40 17.74 14.61
H 9.88 12.49 10.72
H 15.24 7.92 14.37
H 17.20 10.54 20.64
H 18.70 11.29 10.59
H 14.03 14.78 19.43
H 12.27 8.70 16.52
H 13.61 13.33 18.47
H 11.86 15.74 18.91
H 18.40 9.73 12.88
O 18.74 12.61 20.18
H 10.37 10.57 17.31
O 17.08 9.14 16.68
C 10.94 10.45 16.40
H 16.78 9.61 9.66
H 18.52 14.67 14.44
C 16.60 16.74 14.58
H 8.29 14.19 8.80
H 14.86 13.33 12.02
C 19.00 12.80 12.17
H 9.83 8.11 10.19
O 13.04 13.68 7.56
H 15.37 11.98 20.22
C 9.03 13.35 8.92
H 14.76 13.59 6.49
C 13.55 14.43 18.49
O 17.49 14.42 20.37
H 20.14 10.95 11.61
H 18.84 12.22 17.20
H 14.54 8.51 8.31
O 13.56 11.29 14.23
H 6.99 12.02 10.04
C 12.29 15.45 16.74
H 18.08 14.63 17.72
C 10.14 10.79 15.15
C 15.72 8.89 16.20
O 13.88 8.25 11.95
H 13.01 11.76 12.21
H 17.18 10.49 12.04
O 17.44 11.29 14.79
H 11.81 11.21 16.45
H 9.80 16.97 11.69
H 19.67 15.70 13.64
C 18.13 10.70 12.51
C 18.88 14.16 18.33
C 15.82 9.13 19.95
C 13.18 13.90 8.89
H 16.40 8.22 19.72
H 13.90 14.08 14.01
H 18.17 13.35 11.76
H 20.34 12.92 17.25
C 12.14 14.98 18.19
C 11.07 14.78 13.44
H 20.71 12.31 19.73
C 8.92 12.78 10.33
H 15.34 8.06 16.82
C 10.84 9.90 14.00
C 10.57 16.69 12.35
H 15.76 9.18 7.36
C 8.20 11.18 8.68
C 14.61 9.41 19.06
C 11.32 9.02 16.06
H 13.65 14.86 5.96
H 15.08 14.11 9.49
H 13.96 15.43 9.94
C 13.91 12.34 15.01
H 11.35 14.22 18.32
H 10.78 17.55 13.00
C 14.77 15.37 7.80
C 10.88 8.11 10.05
O 14.91 11.84 8.33
H 15.15 9.71 10.36
H 13.16 10.68 8.14
H 8.47 13.49 11.07
C 15.11 9.45 8.16
H 11.81 14.61 16.18
C 18.05 16.71 14.85
C 18.00 8.78 15.81
O 8.73 12.27 7.99
H 15.27 9.00 20.87
C 14.41 14.94 17.38
H 14.24 10.83 6.68
O 14.58 10.72 18.75
O 19.23 8.97 15.89
C 14.33 14.81 9.14
H 15.45 13.84 14.75
O 12.71 9.58 10.59
H 15.98 12.32 12.86
H 16.22 17.74 14.46
C 19.12 11.40 11.59
H 11.28 7.32 12.17
O 11.50 8.95 14.59
C 7.99 11.64 10.10
O 13.72 15.45 16.34
H 11.02 7.52 9.18
O 15.62 14.84 17.25
H 12.49 16.92 11.35
*
```



[3]
Density functional theory data (ωB97M-V/def2-TZVPD) for a structure of composition C51H78FeN3O3 in a non-equilibrium geometry.

The HOMO energy (spin up / spin down) comes out at -4.14 / -4.14 eV. The lowest unoccupied orbital energy (spin up / spin down) comes out at 2.4 / 2.4 eV. As for the HOMO-LUMO gap (spin up / spin down): 6.566 / 6.559 eV.

Structure (ORCA input):
```
! RIJCOSX wB97M-V def2-TZVPD def2/J DEFGRID3
* xyz -1 1
H 3.28 4.17 0.70
C 2.88 -0.62 2.27
H 0.87 2.24 4.19
C -6.28 -0.83 2.75
C -0.62 2.24 2.66
H 2.55 -1.59 -3.05
C 2.95 3.13 0.63
C 3.64 -5.31 2.62
H 3.90 -3.86 -1.57
H -2.95 -1.03 -4.43
H -0.51 6.70 -4.02
H -0.29 -3.34 -0.34
C 4.09 -3.95 4.65
H -0.41 3.92 -6.57
C -3.10 -2.33 1.73
H 3.96 -6.20 3.16
H -2.90 2.34 1.12
C 2.98 2.45 2.02
C -1.72 2.72 -3.78
H 3.84 -5.47 1.56
H -1.93 -4.76 0.99
H -7.35 -1.07 2.81
H -3.56 4.63 -4.65
H 1.88 -0.72 -1.67
C -1.74 -2.04 1.64
H -2.73 0.59 -5.11
H 4.59 -2.91 -2.89
H -7.31 -1.68 0.36
H 0.87 -3.68 3.19
H 1.83 -2.49 -1.70
H 2.36 4.01 -1.78
C -3.72 0.84 -2.57
H -1.67 5.05 -7.11
H -2.88 5.92 -3.66
N 1.78 1.67 2.35
C -0.70 3.60 0.59
C -5.59 -1.71 1.69
H 0.72 4.94 -0.26
C -1.42 4.95 -4.95
H -5.37 -3.42 3.03
C -5.84 -3.17 2.07
C -6.24 -1.45 0.33
H -2.65 -1.49 -2.10
C -3.69 -0.07 1.38
H 3.65 2.60 -0.01
C 0.10 -2.91 3.08
H 1.11 4.51 1.39
H -4.39 -0.02 -2.64
C -2.84 5.45 -4.65
C 0.81 2.48 3.11
H -2.61 2.61 -4.39
H 0.59 -1.95 3.05
N -0.78 2.28 1.21
C -1.38 1.67 -2.94
N 1.64 3.05 -0.03
C 3.65 -1.68 0.23
C -1.34 -0.69 1.44
C 3.06 -0.57 0.88
H 5.69 -0.61 -1.35
H 5.49 -3.10 -1.38
C 1.81 3.10 -1.49
H 4.50 -3.62 0.50
H -0.92 -1.15 -2.34
C -4.10 -1.37 1.62
C -1.00 3.92 -3.91
C -0.69 -3.14 1.79
H -3.16 6.18 -5.39
H 6.23 -5.14 3.49
H -5.77 -2.08 -0.44
H 0.76 -2.18 0.48
C 5.88 -4.26 2.95
C 0.51 3.03 -2.24
H 2.56 -5.20 2.74
C -0.20 1.81 -2.15
Fe 0.85 1.13 0.49
C 2.43 -1.61 -1.96
H 3.14 -1.72 4.07
H 3.16 3.19 2.81
H -6.91 -3.35 2.16
H -5.45 -3.85 1.32
H 3.02 -3.85 4.85
H 2.42 2.23 -1.75
C 3.81 -1.69 -1.30
H -4.12 1.64 -3.20
C 4.68 -0.51 -1.75
H 2.68 0.67 3.98
C 4.37 -4.06 3.15
C -1.40 4.31 -6.34
C -2.06 1.68 0.81
H 0.55 5.86 -5.16
H 1.02 -3.91 0.71
C 2.12 0.43 3.06
C 4.49 -2.97 -1.80
O -0.08 -0.33 1.45
H 3.84 1.78 2.02
C 0.12 4.05 -3.10
C 3.31 -1.73 2.99
O 0.27 0.87 -1.38
C 0.26 -3.14 0.58
H 4.44 -4.86 5.15
H 4.74 -0.50 -2.85
H 1.17 -0.02 3.37
C -0.49 6.16 -4.97
H 1.07 3.53 3.03
C -1.32 -4.54 1.87
H 0.72 4.95 -3.13
H -1.94 -4.66 2.76
H -1.78 -0.42 -1.01
C -2.30 0.43 -2.97
C 3.90 -2.82 2.39
H -6.20 0.23 2.50
H -3.75 1.19 -1.53
H -1.32 -0.40 -4.72
H -6.12 -0.41 0.02
C -1.88 -0.72 -2.04
H -1.34 4.33 1.11
H -1.08 3.49 -0.43
H -0.79 6.85 -5.76
H -1.30 2.94 3.16
H -2.11 3.49 -6.41
H -0.90 1.23 2.98
H 4.26 0.43 -1.41
C 4.05 -2.77 1.00
H 6.12 -4.39 1.90
H -5.83 -0.97 3.73
H 4.61 -3.10 5.09
O 2.72 0.52 0.21
C -2.33 -0.13 -4.40
H -0.52 -5.28 1.92
C -2.36 0.28 1.28
H -4.43 0.72 1.24
H -2.04 1.68 -0.28
H -0.57 -2.96 3.94
C 0.73 4.11 0.46
H -3.39 -3.35 1.90
H 6.42 -3.38 3.31
*
```



no.,E (hartree)
1,-4590.61641
2,-4020.52383
3,-3644.00298